Version w
Below is a structure of composition C5H7F, with properties calculated with ωB97M-V/def2-TZVPD.

Geometry (Å):
F1 -2.35939 -0.50234 0.28036
C1 0.03068 -0.32472 0.02424
C2 -0.92772 1.66533 0.06031
C3 0.36400 0.92667 0.46166
C4 -1.38485 -0.10723 -0.47924
C5 0.79226 -1.59521 0.16763
H1 0.66242 -1.84995 1.16878
H2 1.16096 1.41952 1.09433
H3 -1.53404 2.09261 0.83740
H4 0.60031 -2.40362 -0.53338
H5 -1.69835 -0.16028 -1.48285
H6 1.86009 -1.14842 -0.07735
H7 -0.61326 2.18744 -0.88116

The HOMO-LUMO gap comes out at 10.046 eV.

---

Version x
Below is an isolated molecule of C5H7F, with properties calculated with ωB97M-V/def2-TZVPD.

Geometry (Å):
F1 2.75538 0.38188 0.22048
C1 1.08654 -1.13983 0.34488
C2 2.38420 -0.91126 0.53570
C3 -1.13626 -0.03419 -0.13707
C4 0.26564 -0.05861 0.01407
C5 -1.93620 1.16932 -0.48161
H1 -1.65721 -0.89589 0.25384
H2 -2.84491 0.93866 -1.13124
H3 3.23959 -1.63949 0.64704
H4 -1.23985 1.99421 -0.95513
H5 -2.43342 1.57121 0.42301
H6 0.88175 0.85044 -0.22488
H7 0.63475 -2.22644 0.49091

The HOMO-LUMO gap comes out at 9.107 eV.

---

Most stable to least stable, the ends of the list are version x and version w.